Entry 1:
Here is a cluster of 11 separate species, C33H77N11O11 in total at a distorted geometry from OMol25. Energies are from ωB97M-V with the def2-TZVPD basis set.

Geometry as XYZ:
```
132
C33H77N11O11 ωB97M-V with the def2-TZVPD basis set
C 12.256 -5.785 -16.710
C 12.071 -4.562 -17.568
O 12.940 -4.214 -18.383
N 10.902 -3.936 -17.489
C 10.592 -2.775 -18.317
H 12.429 -6.706 -17.263
H 11.391 -5.892 -16.053
H 13.132 -5.689 -16.063
H 10.308 -4.138 -16.703
H 11.193 -2.882 -19.214
H 10.804 -1.837 -17.801
H 9.543 -2.798 -18.594
C 16.332 2.161 -17.335
C 15.618 3.385 -17.863
O 14.419 3.534 -17.633
N 16.360 4.205 -18.634
C 15.925 5.480 -19.161
H 17.052 2.514 -16.592
H 16.846 1.679 -18.171
H 15.638 1.418 -16.966
H 17.319 3.930 -18.765
H 16.382 6.289 -18.582
H 14.846 5.520 -19.033
H 16.221 5.686 -20.189
C 19.400 -1.321 -20.174
C 18.875 -1.094 -21.581
O 19.578 -1.276 -22.564
N 17.582 -0.685 -21.610
C 16.841 -0.450 -22.840
H 20.275 -0.687 -20.034
H 19.680 -2.360 -20.005
H 18.698 -1.107 -19.366
H 17.200 -0.428 -20.711
H 17.350 0.336 -23.399
H 15.802 -0.180 -22.665
H 16.856 -1.368 -23.428
C 6.509 -1.912 -20.935
C 7.998 -1.673 -20.901
O 8.796 -2.599 -20.833
N 8.424 -0.388 -20.917
C 9.818 -0.007 -20.895
H 6.206 -2.178 -19.924
H 6.363 -2.758 -21.601
H 5.970 -1.031 -21.280
H 7.779 0.364 -21.080
H 9.940 1.075 -20.908
H 10.386 -0.406 -21.737
H 10.261 -0.354 -19.958
C 19.466 -4.987 -18.410
C 20.158 -6.000 -17.523
O 19.716 -6.229 -16.413
N 21.227 -6.616 -18.069
C 22.083 -7.537 -17.364
H 20.047 -4.062 -18.317
H 18.443 -4.834 -18.083
H 19.484 -5.184 -19.486
H 21.556 -6.284 -18.958
H 21.627 -7.946 -16.464
H 23.005 -7.075 -17.004
H 22.338 -8.396 -17.984
C 19.486 0.207 -16.734
C 19.571 -1.286 -16.443
O 20.390 -2.029 -16.961
N 18.677 -1.721 -15.530
C 18.526 -3.053 -14.972
H 19.167 0.729 -15.825
H 18.735 0.416 -17.494
H 20.436 0.687 -16.955
H 18.014 -1.028 -15.228
H 18.284 -3.838 -15.687
H 17.729 -3.042 -14.233
H 19.469 -3.318 -14.492
C 16.448 -6.009 -15.788
C 15.439 -6.901 -15.085
O 15.003 -6.557 -13.995
N 15.047 -7.992 -15.768
C 14.151 -8.974 -15.191
H 17.310 -5.855 -15.138
H 15.953 -5.061 -16.007
H 16.933 -6.365 -16.698
H 15.533 -8.199 -16.646
H 13.378 -9.309 -15.879
H 13.673 -8.607 -14.287
H 14.756 -9.825 -14.867
C 14.228 2.856 -20.879
C 13.337 2.315 -21.984
O 13.409 1.143 -22.356
N 12.412 3.148 -22.463
C 11.425 2.851 -23.480
H 13.993 2.541 -19.868
H 14.240 3.951 -20.953
H 15.269 2.636 -21.127
H 12.231 3.990 -21.940
H 11.000 3.771 -23.877
H 10.573 2.288 -23.091
H 11.891 2.275 -24.275
C 14.844 -3.529 -22.164
C 13.572 -4.307 -22.397
O 13.236 -4.627 -23.527
N 12.810 -4.555 -21.314
C 11.498 -5.180 -21.388
H 15.259 -3.628 -21.158
H 14.602 -2.489 -22.380
H 15.655 -3.839 -22.822
H 13.159 -4.331 -20.392
H 11.579 -6.238 -21.625
H 10.807 -4.625 -22.017
H 11.079 -5.080 -20.383
C 18.006 -8.397 -19.946
C 16.732 -7.943 -19.266
O 16.343 -8.462 -18.228
N 16.043 -6.958 -19.860
C 14.812 -6.409 -19.316
H 17.915 -9.425 -20.293
H 18.830 -8.377 -19.231
H 18.301 -7.761 -20.781
H 16.296 -6.618 -20.771
H 13.906 -6.618 -19.885
H 14.902 -5.326 -19.431
H 14.760 -6.584 -18.247
C 16.357 -2.752 -18.264
C 15.556 -1.599 -18.795
O 16.115 -0.521 -19.033
N 14.283 -1.846 -19.132
C 13.452 -0.901 -19.872
H 16.919 -2.371 -17.411
H 17.020 -3.180 -19.013
H 15.697 -3.551 -17.910
H 13.832 -2.704 -18.815
H 13.870 0.100 -19.794
H 12.474 -0.835 -19.401
H 13.439 -1.214 -20.910
```

Summary:
- relative energy (zero: lowest compared OMol25 entry of this formula, charge and spin) (kcal per mole) = 0.0
- SMILES = CNC(C)=O.CNC(C)=O.CNC(C)=O.CNC(C)=O.CNC(C)=O.CNC(C)=O.CNC(C)=O.CNC(C)=O.CNC(C)=O.CNC(C)=O.CNC(C)=O
- HOMO (eV) = -8.937

Entry 2:
Here is a cluster of 7 separate species, C33H77N3O9 in total at a distorted geometry from OMol25. Energies are from ωB97M-V with the def2-TZVPD basis set.

Geometry as XYZ:
```
122
C33H77N3O9 ωB97M-V with the def2-TZVPD basis set
C 12.273 18.634 10.078
C 11.919 17.175 9.810
O 12.030 16.326 10.910
O 13.613 18.716 10.588
H 11.523 18.963 10.779
H 12.138 19.223 9.226
H 12.402 16.754 8.959
H 10.817 17.280 9.646
H 12.951 16.240 11.263
H 13.759 19.273 11.377
C 11.191 19.644 16.854
C 11.016 18.120 16.655
O 9.628 17.874 16.375
O 10.735 20.439 15.786
H 12.257 19.940 16.971
H 10.713 19.983 17.800
H 11.209 17.651 17.594
H 11.674 17.680 15.889
H 9.622 17.270 15.548
H 10.071 19.871 15.373
C 13.627 21.797 11.162
O 13.072 21.027 12.268
H 13.316 21.378 10.208
H 13.140 22.796 11.123
H 14.712 21.917 11.232
H 12.888 21.724 12.926
C 13.639 22.184 15.253
O 12.409 22.322 14.528
H 14.369 22.650 14.613
H 13.487 22.753 16.166
H 13.888 21.134 15.440
H 11.795 21.648 14.941
C 16.545 14.183 11.312
C 15.044 14.480 11.529
C 14.252 13.689 12.552
C 14.555 14.114 13.958
C 14.342 15.588 14.198
C 15.021 16.511 13.224
N 14.758 15.907 11.858
O 15.635 16.693 10.969
C 14.326 17.827 13.213
C 16.512 16.624 13.523
C 14.418 14.096 10.207
H 17.186 14.150 12.156
H 17.068 14.799 10.588
H 16.662 13.136 10.889
H 13.177 13.908 12.341
H 14.446 12.621 12.332
H 15.634 13.857 14.166
H 13.925 13.559 14.661
H 14.542 15.827 15.284
H 13.246 15.665 14.182
H 13.279 17.683 12.970
H 14.415 18.100 14.247
H 14.686 18.637 12.577
H 17.126 17.103 12.757
H 16.661 17.169 14.466
H 16.984 15.634 13.609
H 14.811 14.761 9.412
H 13.297 14.195 10.224
H 14.579 12.984 9.999
H 15.084 17.457 10.581
C 8.633 16.096 11.637
C 8.733 16.697 13.059
C 7.285 16.609 13.664
C 6.859 15.171 13.974
C 8.010 14.565 14.826
C 9.450 14.658 14.331
N 9.710 16.088 13.984
O 10.995 16.322 13.509
C 10.416 14.384 15.471
C 9.829 13.617 13.243
C 9.241 18.167 12.867
H 7.713 15.567 11.399
H 9.553 15.505 11.322
H 8.635 16.948 10.894
H 7.342 17.242 14.594
H 6.718 17.110 12.869
H 6.685 14.645 12.991
H 5.928 15.130 14.543
H 7.881 13.547 15.147
H 8.098 15.108 15.772
H 11.513 14.398 15.151
H 10.261 15.069 16.261
H 10.348 13.419 15.990
H 8.986 13.473 12.493
H 10.721 13.981 12.720
H 10.075 12.618 13.640
H 8.450 18.839 12.501
H 10.114 18.343 12.228
H 9.599 18.545 13.857
H 10.966 16.135 12.556
C 10.673 9.728 8.350
C 9.362 10.528 8.744
C 9.608 11.432 9.934
C 10.232 12.717 9.513
C 9.431 13.429 8.475
C 9.157 12.691 7.224
N 8.647 11.372 7.675
O 8.617 10.629 6.451
C 7.981 13.385 6.535
C 10.362 12.775 6.318
C 8.135 9.587 9.089
H 10.765 8.714 8.861
H 11.573 10.252 8.781
H 10.805 9.697 7.249
H 8.661 11.532 10.533
H 10.258 10.979 10.623
H 11.244 12.555 9.227
H 10.221 13.311 10.424
H 9.875 14.395 8.180
H 8.567 13.719 8.977
H 7.592 12.839 5.667
H 7.124 13.394 7.211
H 8.196 14.430 6.413
H 10.727 13.764 6.049
H 11.170 12.227 6.755
H 10.169 12.277 5.371
H 8.325 8.877 9.906
H 7.837 9.014 8.258
H 7.296 10.229 9.388
H 7.736 10.251 6.524
```

Summary:
- relative energy (zero: lowest compared OMol25 entry of this formula, charge and spin) (kcal per mole) = 0.0
- SMILES = CC1(C)CCCC(C)(C)N1O.CC1(C)CCCC(C)(C)N1O.CC1(C)CCCC(C)(C)N1O.OCCO.OCCO.CO.CO
- HOMO (eV) = -8.833

Entry 3:
Here is a cluster of 6 separate species, C33H79FN9O9S2 in total at a distorted geometry from OMol25. Energies are from ωB97M-V with the def2-TZVPD basis set.

Geometry as XYZ:
```
133
C33H79FN9O9S2 ωB97M-V with the def2-TZVPD basis set
C 9.565 -1.746 -1.408
C 8.834 -0.843 -0.643
C 9.510 0.346 -0.145
O 10.709 0.524 -0.239
O 8.695 1.255 0.513
C 8.729 2.539 -0.113
C 7.324 3.123 -0.278
C 6.384 2.873 0.906
C 5.699 1.498 0.913
C 4.788 1.318 -0.333
C 3.344 1.140 0.139
N 2.428 0.384 -0.766
C 1.966 -0.944 -0.240
N 2.253 -1.967 -1.219
C 2.041 0.822 -1.914
N 2.467 2.003 -2.532
S 3.961 1.807 -3.464
C 1.410 2.279 -3.609
C 1.125 0.849 -4.044
N 1.082 0.180 -2.747
S -0.462 -0.027 -2.113
O -1.476 0.435 -2.983
O -0.614 -1.382 -1.730
F -0.464 0.821 -0.806
H 9.816 -1.521 -2.440
H 9.873 -2.704 -0.996
H 7.785 -0.978 -0.394
H 9.165 2.429 -1.106
H 9.348 3.258 0.424
H 6.911 2.729 -1.212
H 7.391 4.201 -0.424
H 5.575 3.609 0.837
H 6.871 3.054 1.863
H 6.426 0.696 0.992
H 5.105 1.458 1.830
H 4.828 2.273 -0.843
H 5.137 0.510 -0.970
H 2.892 2.124 0.270
H 3.310 0.665 1.112
H 2.489 -1.159 0.690
H 0.912 -0.889 0.005
H 1.643 -2.773 -1.061
H 3.200 -2.294 -1.067
H 4.861 2.545 -2.788
H 1.881 2.897 -4.359
H 0.625 2.764 -3.034
H 0.191 0.900 -4.602
H 1.814 0.383 -4.743
C -5.658 2.254 -4.625
C -5.600 3.158 -5.853
C -4.518 2.753 -6.866
O -3.197 3.112 -6.492
C -2.568 2.219 -5.600
N -5.448 4.547 -5.411
H -4.844 2.454 -3.927
H -6.590 2.415 -4.084
H -5.615 1.200 -4.909
H -6.562 3.072 -6.365
H -4.709 3.289 -7.798
H -4.572 1.682 -7.100
H -2.865 1.182 -5.784
H -2.780 2.487 -4.562
H -1.488 2.303 -5.752
H -5.513 5.162 -6.218
H -4.490 4.665 -5.093
C -3.323 0.755 1.328
C -2.265 1.120 2.362
C -1.906 -0.041 3.303
O -2.859 -0.287 4.317
C -3.970 -1.074 3.926
N -2.697 2.304 3.103
H -4.329 0.708 1.744
H -3.342 1.506 0.537
H -3.095 -0.212 0.869
H -1.357 1.382 1.811
H -0.985 0.226 3.825
H -1.694 -0.964 2.742
H -3.690 -1.834 3.191
H -4.773 -0.449 3.527
H -4.350 -1.575 4.816
H -1.940 2.599 3.714
H -3.431 2.015 3.744
C 0.933 2.224 5.807
C 1.472 1.247 4.768
C 2.973 0.952 4.905
O 3.821 1.977 4.422
C 4.052 3.046 5.327
N 1.143 1.752 3.428
H 1.218 3.254 5.591
H -0.156 2.189 5.825
H 1.291 1.972 6.806
H 0.945 0.299 4.914
H 3.200 0.076 4.288
H 3.235 0.688 5.936
H 4.083 2.699 6.362
H 3.293 3.824 5.218
H 5.017 3.487 5.079
H 1.414 1.052 2.741
H 1.769 2.532 3.243
C -6.905 -0.964 0.036
C -8.051 -0.125 0.592
C -8.433 -0.485 2.036
O -9.190 -1.671 2.168
C -8.437 -2.869 2.174
N -9.192 -0.221 -0.320
H -7.223 -1.970 -0.238
H -6.504 -0.502 -0.867
H -6.090 -1.046 0.759
H -7.715 0.917 0.602
H -9.075 0.312 2.422
H -7.548 -0.521 2.686
H -7.467 -2.736 2.663
H -8.293 -3.248 1.160
H -9.006 -3.615 2.730
H -9.921 0.416 -0.010
H -9.606 -1.142 -0.197
C 1.463 -6.437 -1.611
C 1.328 -5.650 -0.311
C 0.835 -6.489 0.876
O -0.548 -6.765 0.859
C -0.938 -7.864 0.050
N 0.461 -4.485 -0.549
H 0.497 -6.636 -2.073
H 2.052 -5.873 -2.335
H 1.966 -7.390 -1.442
H 2.327 -5.282 -0.051
H 1.004 -5.911 1.790
H 1.415 -7.415 0.976
H -0.184 -8.656 0.053
H -1.139 -7.545 -0.975
H -1.863 -8.265 0.461
H 0.450 -3.914 0.294
H -0.495 -4.825 -0.618
```

Summary:
- total charge = +1
- HOMO (eV) = -10.436

no.,E_tot (eV),Kohn-Sham gap (eV)
1,-74389.548,9.17
2,-58361.428,9.43
3,-91714.049,6.59